(1)
{"formula": "C16H44O6", "method": "wB97M-V/def2-TZVPD", "elements": ["C", "O", "H", "H", "H", "H", "C", "C", "C", "O", "H", "H", "H", "H", "H", "H", "H", "H", "C", "C", "C", "O", "H", "H", "H", "H", "H", "H", "H", "H", "C", "C", "C", "O", "H", "H", "H", "H", "H", "H", "H", "H", "C", "C", "C", "O", "H", "H", "H", "H", "H", "H", "H", "H", "C", "C", "C", "O", "H", "H", "H", "H", "H", "H", "H", "H"], "xyz": [[-0.219, -0.017, -1.375], [-0.393, -1.321, -1.857], [0.039, -0.036, -0.316], [0.546, 0.529, -1.927], [-1.144, 0.559, -1.370], [0.469, -1.692, -2.056], [-2.306, 1.761, 0.917], [-1.380, 2.979, 0.897], [-0.525, 3.079, 2.167], [-0.455, 2.872, -0.176], [-2.919, 1.658, 0.021], [-2.935, 1.778, 1.807], [-1.777, 0.810, 0.976], [-1.971, 3.887, 0.772], [0.129, 2.217, 2.302], [-1.097, 3.072, 3.095], [0.238, 3.857, 2.180], [0.066, 3.669, -0.297], [2.083, -3.583, -0.354], [2.410, -3.481, -1.854], [1.331, -4.086, -2.854], [2.296, -2.092, -2.110], [2.091, -4.630, -0.051], [1.169, -3.055, -0.081], [2.858, -3.035, 0.181], [3.431, -3.784, -2.086], [1.416, -5.172, -2.897], [1.497, -3.777, -3.886], [0.292, -3.851, -2.623], [2.805, -1.863, -2.891], [-2.406, 5.434, -2.666], [-2.027, 4.118, -3.287], [-0.557, 3.965, -3.595], [-2.419, 3.064, -2.383], [-1.993, 6.199, -3.323], [-2.005, 5.540, -1.658], [-3.487, 5.504, -2.539], [-2.631, 4.030, -4.190], [-0.414, 2.947, -3.956], [0.165, 4.179, -2.806], [-0.222, 4.574, -4.435], [-1.686, 2.975, -1.769], [3.961, -0.961, 3.789], [3.550, -0.166, 2.551], [2.155, 0.400, 2.723], [4.368, 0.926, 2.443], [3.754, -0.476, 4.742], [5.039, -1.117, 3.841], [3.459, -1.929, 3.809], [3.663, -0.793, 1.666], [1.881, 0.707, 1.713], [2.033, 1.205, 3.448], [1.350, -0.269, 3.028], [4.579, 1.212, 3.335], [-2.398, -1.990, 1.031], [-2.791, -3.489, 1.231], [-1.592, -4.395, 1.059], [-3.217, -3.596, 2.579], [-1.650, -1.603, 1.723], [-3.210, -1.311, 1.289], [-2.006, -1.824, 0.028], [-3.657, -3.707, 0.606], [-1.854, -5.446, 1.183], [-0.807, -4.124, 1.766], [-1.190, -4.209, 0.063], [-3.780, -2.830, 2.707]], "de_lowest_ev": 1.366, "homo_ha": -0.3523}


(2)
{"formula": "C22H33CoIN", "method": "wB97M-V/def2-TZVPD", "elements": ["Co", "C", "C", "C", "C", "C", "C", "C", "C", "C", "C", "C", "C", "C", "C", "C", "C", "C", "H", "H", "H", "H", "H", "H", "H", "H", "H", "H", "H", "H", "H", "H", "H", "H", "H", "H", "H", "H", "H", "H", "H", "H", "H", "H", "H", "H", "H", "I", "C", "C", "C", "C", "N", "C", "H", "H", "H", "H"], "xyz": [[-0.595, -0.591, 0.602], [-0.668, 1.316, -0.401], [0.064, 0.363, -1.186], [1.260, 0.024, -0.413], [1.181, 0.788, 0.800], [0.066, 1.666, 0.770], [-0.203, 2.841, 1.654], [0.013, 4.093, 0.776], [0.744, 2.875, 2.852], [-1.664, 2.796, 2.138], [2.544, -0.717, -0.727], [3.466, 0.268, -1.471], [2.369, -2.002, -1.537], [3.238, -1.141, 0.584], [-0.436, -0.061, -2.553], [-1.743, 0.674, -2.893], [0.566, 0.286, -3.657], [-0.766, -1.566, -2.558], [-1.552, 1.843, -0.719], [1.957, 0.840, 1.544], [1.033, 4.123, 0.399], [-0.157, 4.985, 1.372], [-0.671, 4.110, -0.068], [1.774, 3.016, 2.532], [0.671, 1.959, 3.434], [0.495, 3.710, 3.501], [-2.366, 2.912, 1.316], [-1.839, 3.610, 2.837], [-1.867, 1.852, 2.645], [3.044, 0.568, -2.426], [4.425, -0.211, -1.654], [3.633, 1.169, -0.884], [2.047, -1.798, -2.554], [1.665, -2.668, -1.040], [3.323, -2.519, -1.616], [3.677, -0.293, 1.104], [4.049, -1.831, 0.366], [2.530, -1.653, 1.237], [-1.598, 1.750, -2.907], [-2.539, 0.417, -2.196], [-2.065, 0.386, -3.889], [0.840, 1.337, -3.613], [0.108, 0.092, -4.624], [1.474, -0.310, -3.598], [-1.315, -1.843, -1.649], [0.122, -2.184, -2.627], [-1.388, -1.797, -3.419], [-1.706, -3.984, 5.252], [-2.227, -3.335, 3.304], [-3.355, -3.825, 2.651], [-3.637, -3.347, 1.381], [-2.810, -2.396, 0.813], [-1.714, -1.932, 1.433], [-1.427, -2.398, 2.655], [-3.999, -4.554, 3.122], [-4.493, -3.706, 0.829], [-3.042, -1.992, -0.166], [-0.537, -2.016, 3.139]], "charge": 2, "de_lowest_ev": 1.156, "homo_ha": [-0.5416, -0.5416]}